A single C2H3N3O molecule in a non-equilibrium geometry, computed with ωB97M-V with the def2-TZVPD basis set.

Summary:
* frontier orbital gap: 9.3 eV
* electronic energy: -317.4504 Ha
* strongest force on any atom: 0.05148 hartree/bohr
* relative energy (zero: lowest compared OMol25 entry of this formula, charge and spin): 2.230 eV

```
9
Properties=species:S:1:pos:R:3:forces:R:3
N -1.438715 0.065159 0.286872 -0.140 0.049 0.048
C -0.361388 -0.515887 -0.287528 -0.431 -0.437 -0.152
C 1.007979 -0.030979 -0.344998 -0.286 -0.620 -0.119
N 1.599073 0.842460 0.419561 0.635 0.404 0.481
N 2.121890 1.619489 1.067638 -0.841 -1.120 -1.032
O -0.439321 -1.614279 -0.839463 -1.110 -0.033 0.180
H -2.290744 -0.438353 0.088206 -0.040 0.224 0.136
H -1.499167 1.046912 0.492486 0.130 -0.028 -0.018
H 1.300393 -0.974521 -0.882776 2.084 1.561 0.478
```
Forces are in eV/Å.

Taken from the natural (NBO) analysis, the atomic charges in e are: atom 1 (N): -0.813, atom 2 (C): 0.627, atom 3 (C): -0.402, atom 4 (N): 0.085, atom 5 (N): 0.024, atom 6 (O): -0.639, atom 7 (H): 0.410, atom 8 (H): 0.396, atom 9 (H): 0.312

***

A single C2H3N3O molecule in a non-equilibrium geometry, computed with ωB97M-V with the def2-TZVPD basis set.

Summary:
* frontier orbital gap: 9.7 eV
* electronic energy: -317.4617 Ha
* strongest force on any atom: 0.04800 hartree/bohr
* relative energy (zero: lowest compared OMol25 entry of this formula, charge and spin): 1.921 eV

```
9
Properties=species:S:1:pos:R:3:forces:R:3
N -1.605922 -0.251379 -0.363856 0.657 1.109 -0.286
C -0.331751 -0.402649 0.053865 0.268 -0.201 0.106
C 0.663939 0.636871 -0.080031 -0.182 0.102 -0.081
N 1.858067 0.363285 0.371730 1.370 -0.192 0.477
N 2.888814 0.129457 0.763198 -1.286 0.228 -0.468
O -0.129488 -1.513870 0.539496 1.413 -0.155 0.447
H -1.844268 -1.197820 -0.038238 -2.263 0.639 -0.751
H -2.013249 0.629112 -0.723770 -0.054 -1.541 0.535
H 0.513862 1.606992 -0.522397 0.077 0.009 0.021
```
Forces are in eV/Å.

Taken from the natural (NBO) analysis, the atomic charges in e are: atom 1 (N): -0.860, atom 2 (C): 0.613, atom 3 (C): -0.379, atom 4 (N): 0.122, atom 5 (N): 0.071, atom 6 (O): -0.667, atom 7 (H): 0.447, atom 8 (H): 0.413, atom 9 (H): 0.239

***

A single C2H3N3O molecule, computed with ωB97M-V with the def2-TZVPD basis set.

Summary:
* frontier orbital gap (spin up / spin down): 7.9 / 7.9 eV
* electronic energy: -317.3912 Ha
* strongest force on any atom: 0.00822 hartree/bohr
* relative energy (zero: lowest compared OMol25 entry of this formula, charge and spin): 3.840 eV

```
9
Properties=species:S:1:pos:R:3:forces:R:3
N 1.763141 0.027981 0.420238 0.021 0.299 0.107
C 0.484051 0.095900 0.284127 -0.213 -0.101 -0.039
C -0.665393 0.934695 0.287416 0.274 0.001 0.026
O -1.756489 0.185397 0.019294 0.017 0.022 0.023
N -1.461491 -1.075720 -0.158549 0.320 0.054 0.044
N -0.167945 -1.112926 0.004519 -0.086 -0.057 -0.071
H 0.381448 -1.956224 -0.084965 -0.348 -0.232 -0.064
H 2.210973 0.900579 0.655667 -0.134 0.188 -0.025
H -0.860119 1.984451 0.432298 0.150 -0.175 -0.002
```
Forces are in eV/Å.

Taken from the natural (NBO) analysis, the atomic charges in e are: atom 1 (N): -0.833, atom 2 (C): 0.288, atom 3 (C): -0.064, atom 4 (O): -0.183, atom 5 (N): 0.116, atom 6 (N): -0.331, atom 7 (H): 0.434, atom 8 (H): 0.350, atom 9 (H): 0.223

***

A single C2H3N3O molecule, computed with ωB97M-V with the def2-TZVPD basis set.

Summary:
* frontier orbital gap: 10.3 eV
* electronic energy: -317.5193 Ha
* strongest force on any atom: 0.00751 hartree/bohr
* relative energy (zero: lowest compared OMol25 entry of this formula, charge and spin): 0.355 eV

```
9
Properties=species:S:1:pos:R:3:forces:R:3
O 2.185435 0.398018 -0.070829 0.109 0.025 -0.275
C 0.856087 0.265613 -0.081383 -0.035 -0.001 0.236
N 0.051676 1.177113 0.418891 0.218 -0.319 -0.012
N -1.142537 0.532949 0.336609 -0.215 -0.113 0.021
C -0.985936 -0.686823 -0.193268 -0.081 0.016 0.062
N 0.275414 -0.883028 -0.511413 -0.092 0.028 0.299
H 2.524248 -0.463001 -0.355682 0.099 0.203 -0.028
H -1.954463 0.941725 0.769743 0.052 -0.030 -0.181
H -1.773475 -1.419982 -0.283482 -0.055 0.190 -0.122
```
Forces are in eV/Å.

Taken from the natural (NBO) analysis, the atomic charges in e are: atom 1 (O): -0.647, atom 2 (C): 0.563, atom 3 (N): -0.332, atom 4 (N): -0.355, atom 5 (C): 0.191, atom 6 (N): -0.539, atom 7 (H): 0.495, atom 8 (H): 0.416, atom 9 (H): 0.208

***

A single C2H3N3O molecule in a non-equilibrium geometry, computed with ωB97M-V with the def2-TZVPD basis set.

Summary:
* frontier orbital gap: 10.5 eV
* electronic energy: -317.4632 Ha
* strongest force on any atom: 0.16675 hartree/bohr
* relative energy (zero: lowest compared OMol25 entry of this formula, charge and spin): 1.880 eV

```
9
Properties=species:S:1:pos:R:3:forces:R:3
C -0.294366 -1.000730 0.614450 -0.941 0.793 0.122
C -0.056432 0.171512 -1.077586 -1.882 -5.744 -6.082
H 0.287894 0.213887 -2.123136 -0.629 0.768 0.307
H 1.189946 1.471511 -0.539618 -2.561 -0.326 1.446
H -0.438941 0.616399 1.724429 1.347 0.270 -1.101
N -0.554241 -0.999502 -0.712144 1.351 1.676 -1.700
N 0.192388 1.084991 -0.240331 4.236 2.911 3.353
N 0.244567 0.305338 0.979050 -1.136 0.499 1.956
O -0.570815 -1.863406 1.374886 0.216 -0.848 1.699
```
Forces are in eV/Å.

Taken from the natural (NBO) analysis, the atomic charges in e are: atom 1 (C): 0.703, atom 2 (C): 0.287, atom 3 (H): 0.200, atom 4 (H): 0.400, atom 5 (H): 0.399, atom 6 (N): -0.525, atom 7 (N): -0.400, atom 8 (N): -0.496, atom 9 (O): -0.567

***

A single C2H3N3O molecule in a non-equilibrium geometry, computed with ωB97M-V with the def2-TZVPD basis set.

Summary:
* frontier orbital gap: 9.0 eV
* electronic energy: -317.3289 Ha
* strongest force on any atom: 0.03940 hartree/bohr
* relative energy (zero: lowest compared OMol25 entry of this formula, charge and spin): 5.536 eV

```
9
Properties=species:S:1:pos:R:3:forces:R:3
O -0.511899 -1.837679 -0.721257 -0.040 0.013 -0.455
C -0.116901 -0.590739 -0.313462 -0.202 -0.011 0.107
C -0.529897 -0.331539 0.948562 1.282 1.569 0.016
N 0.678991 1.491472 0.626073 -0.403 -0.864 -0.128
N 0.784833 1.402696 -0.631999 -0.229 -0.711 0.304
N 0.508168 0.234448 -1.159112 -0.103 -0.004 -0.314
H -1.279345 -1.746020 -1.300229 0.166 -0.052 -0.173
H -0.370728 -1.120378 1.703169 0.117 0.996 0.132
H 0.836776 2.497740 0.848254 -0.588 -0.936 0.512
```
Forces are in eV/Å.

Taken from the natural (NBO) analysis, the atomic charges in e are: atom 1 (O): -0.672, atom 2 (C): 0.332, atom 3 (C): -0.066, atom 4 (N): -0.390, atom 5 (N): 0.049, atom 6 (N): -0.351, atom 7 (H): 0.498, atom 8 (H): 0.217, atom 9 (H): 0.382

***

A single C2H3N3O molecule in a non-equilibrium geometry, computed with ωB97M-V with the def2-TZVPD basis set.

Summary:
* frontier orbital gap (spin up / spin down): 8.8 / 7.4 eV
* electronic energy: -317.3697 Ha
* strongest force on any atom: 0.02419 hartree/bohr
* relative energy (zero: lowest compared OMol25 entry of this formula, charge and spin): 4.425 eV

```
9
Properties=species:S:1:pos:R:3:forces:R:3
O 0.096823 1.909121 -0.012594 -0.197 -0.033 0.013
C 0.387460 0.580092 0.017942 0.709 0.003 0.397
N -0.647406 -0.158381 -0.509252 -0.687 0.793 -0.604
C -0.902869 -1.457358 -0.184315 0.559 0.059 0.374
N 0.204692 -1.986574 0.035969 -0.139 -1.236 0.019
N 1.498716 0.125482 0.446109 -0.492 0.321 0.050
H -0.804209 2.014177 -0.348901 0.129 0.045 -0.005
H -1.890609 -1.909122 -0.288530 0.152 0.060 -0.033
H 2.057402 0.882563 0.843572 -0.034 -0.013 -0.211
```
Forces are in eV/Å.

Taken from the natural (NBO) analysis, the atomic charges in e are: atom 1 (O): -0.669, atom 2 (C): 0.615, atom 3 (N): -0.382, atom 4 (C): 0.088, atom 5 (N): -0.045, atom 6 (N): -0.664, atom 7 (H): 0.492, atom 8 (H): 0.209, atom 9 (H): 0.355

***

A molecular structure, C2H3N3O in a non-equilibrium geometry, computed with ωB97M-V with the def2-TZVPD basis set.

Summary:
* frontier orbital gap: 8.4 eV
* electronic energy: -317.3472 Ha
* strongest force on any atom: 0.08498 hartree/bohr
* relative energy (zero: lowest compared OMol25 entry of this formula, charge and spin): 5.037 eV

```
9
Properties=species:S:1:pos:R:3:forces:R:3
N -1.376329 -0.677038 -0.742569 -1.683 3.980 0.647
C -0.450949 -0.268125 0.199528 2.177 -2.310 0.882
C 0.606507 0.663771 -0.274111 0.056 0.067 0.086
N 1.786042 0.302281 0.137759 1.547 -0.144 0.576
N 2.799582 -0.054592 0.486422 -1.200 0.452 -0.399
O -0.358415 -0.850072 1.274912 0.565 0.307 0.729
H -2.067878 -1.240380 -0.228012 0.262 0.071 0.037
H -1.485478 0.570704 0.033759 -1.612 -2.065 -2.491
H 0.546920 1.553450 -0.887684 -0.112 -0.359 -0.066
```
Forces are in eV/Å.

Taken from the natural (NBO) analysis, the atomic charges in e are: atom 1 (N): -0.550, atom 2 (C): 0.372, atom 3 (C): -0.367, atom 4 (N): 0.104, atom 5 (N): 0.056, atom 6 (O): -0.631, atom 7 (H): 0.365, atom 8 (H): 0.400, atom 9 (H): 0.250

***

> What is the strongest force on any atom in the sixth record?

0.03940 hartree/bohr

***

> The lowest electronic energy belongs to which entry?

number 4

***

> What is the formula in the third record?

C2H3N3O

***

> Which of these has the lowest relative energy (zero: lowest compared OMol25 entry of this formula, charge and spin)?

number 4